a | {"formula": "H14O7", "method": "ωB97M-V/def2-TZVPD", "molar_mass_g_mol": 126.1, "smiles": "O.O.O.O.O.O.O", "homo_lumo_gap_ha": 0.392, "elements": ["O", "O", "O", "O", "O", "O", "O", "H", "H", "H", "H", "H", "H", "H", "H", "H", "H", "H", "H", "H", "H"], "xyz": [[-1.103, 1.663, 2.421], [-0.315, 0.406, 0.017], [-2.474, -0.624, 2.767], [-0.656, -2.228, 0.713], [-0.941, -0.953, -2.295], [2.309, 1.183, -3.072], [2.458, 0.721, -0.233], [3.295, 0.296, -0.458], [-0.343, -0.464, 0.423], [2.707, 1.392, 0.393], [-0.268, 2.137, 2.547], [-1.344, -2.796, 1.058], [-3.116, -0.804, 2.080], [-0.996, 1.335, 1.469], [1.691, 0.618, -3.528], [2.097, 1.171, -2.135], [-2.005, 0.159, 2.461], [-0.413, -2.785, 0.013], [-0.441, -0.687, -3.040], [-0.746, -0.339, -1.617], [0.611, 0.593, 0.020]]}


b | {"formula": "H14O7", "method": "ωB97M-V/def2-TZVPD", "molar_mass_g_mol": 126.1, "smiles": "O.O.O.O.O.O.O", "homo_lumo_gap_ha": 0.359, "elements": ["O", "O", "O", "O", "O", "O", "O", "H", "H", "H", "H", "H", "H", "H", "H", "H", "H", "H", "H", "H", "H"], "xyz": [[0.682, 0.921, -2.410], [0.105, 0.419, 0.419], [1.588, -1.584, 1.040], [-3.029, 0.425, 0.554], [2.218, 2.335, 1.596], [-3.137, -2.377, 0.315], [2.730, -0.763, -1.301], [-3.731, 0.823, 0.990], [0.266, 0.718, -0.380], [2.763, 1.869, 2.222], [1.140, 1.802, -2.488], [-0.768, 0.408, 0.712], [-3.110, -1.362, 0.498], [0.795, -2.288, 0.760], [-3.430, 0.623, -0.415], [1.241, -0.586, 1.066], [0.116, 0.882, -3.172], [2.358, -1.003, -0.471], [1.945, -0.201, -1.589], [1.591, 1.702, 1.553], [-2.332, -2.762, 0.500]]}


c | {"formula": "H14O7", "method": "ωB97M-V/def2-TZVPD", "molar_mass_g_mol": 126.1, "smiles": "O.O.O.O.O.O.O", "homo_lumo_gap_ha": 0.401, "elements": ["O", "O", "O", "O", "O", "O", "O", "H", "H", "H", "H", "H", "H", "H", "H", "H", "H", "H", "H", "H", "H"], "xyz": [[-4.451, -2.197, 0.078], [1.837, -2.050, 1.015], [2.011, 0.464, 0.838], [-3.024, 1.113, 0.374], [0.332, 3.923, 0.022], [4.784, -1.108, -0.703], [-0.714, -0.659, -0.821], [1.704, 1.239, 1.431], [4.022, -1.534, -0.563], [-0.079, -0.083, -0.519], [-4.408, -1.459, -0.550], [2.226, -2.879, 1.260], [-0.290, 3.550, 0.635], [4.569, -0.147, -0.634], [2.488, -1.516, 0.441], [-3.151, 0.295, -0.061], [-1.345, -0.039, -1.248], [-3.774, 1.759, 0.109], [0.379, 3.288, -0.752], [2.017, 0.699, -0.058], [-5.133, -2.658, -0.295]]}


d | {"formula": "H14O7", "method": "ωB97M-V/def2-TZVPD", "molar_mass_g_mol": 126.1, "smiles": "O.O.O.O.O.O.O", "homo_lumo_gap_ha": 0.417, "elements": ["O", "O", "O", "O", "O", "O", "O", "H", "H", "H", "H", "H", "H", "H", "H", "H", "H", "H", "H", "H", "H"], "xyz": [[-9.299, -10.982, 14.960], [-4.362, -14.745, 13.060], [-2.397, -11.235, 17.351], [-7.732, -15.943, 19.362], [-5.990, -12.913, 16.027], [-8.951, -15.138, 12.450], [-4.561, -8.117, 19.331], [-9.100, -14.572, 13.208], [-3.777, -15.355, 13.509], [-9.555, -15.870, 12.575], [-7.183, -16.205, 20.100], [-10.144, -10.695, 15.306], [-7.112, -15.694, 18.677], [-8.801, -10.173, 14.844], [-6.608, -12.315, 15.606], [-4.850, -14.318, 13.765], [-5.379, -12.339, 16.490], [-1.940, -11.635, 16.612], [-5.454, -8.328, 19.604], [-1.862, -11.456, 18.113], [-4.240, -8.919, 18.919]]}


Tell me which of them is the least stable. Sure, it is c.


a | {"formula": "H14O7", "method": "ωB97M-V/def2-TZVPD", "molar_mass_g_mol": 126.1, "homo_lumo_gap_ha": 0.353, "elements": ["O", "O", "O", "O", "O", "O", "O", "H", "H", "H", "H", "H", "H", "H", "H", "H", "H", "H", "H", "H", "H"], "xyz": [[-30.557, -4.273, -5.505], [-34.161, -5.185, -8.023], [-29.920, -3.040, -7.447], [-30.849, -7.602, -6.559], [-32.126, -5.603, -7.458], [-34.568, -4.515, -5.955], [-31.310, -6.973, -9.243], [-31.743, -4.736, -7.593], [-34.097, -3.693, -6.085], [-35.036, -5.568, -7.964], [-32.246, -7.025, -9.437], [-31.574, -6.977, -6.589], [-31.261, -6.456, -8.439], [-30.047, -3.676, -6.743], [-30.392, -5.164, -5.814], [-31.255, -8.429, -6.301], [-34.628, -4.898, -6.830], [-29.839, -4.093, -4.898], [-34.103, -4.854, -8.919], [-30.099, -2.193, -7.040], [-32.979, -5.559, -7.889]]}


b | {"formula": "H14O7", "method": "ωB97M-V/def2-TZVPD", "molar_mass_g_mol": 126.1, "smiles": "O.O.O.O.O.O.O", "homo_lumo_gap_ha": 0.320, "elements": ["O", "O", "O", "O", "O", "O", "O", "H", "H", "H", "H", "H", "H", "H", "H", "H", "H", "H", "H", "H", "H"], "xyz": [[-0.151, 3.113, -0.266], [3.577, 0.306, -1.025], [1.610, -1.854, -0.293], [-0.716, -1.245, -0.745], [-3.201, 0.664, 0.201], [3.119, -0.023, 1.841], [-4.553, -0.944, 0.299], [3.625, -0.357, -0.317], [0.555, 2.450, -0.380], [2.263, -1.257, -0.726], [1.309, -1.319, 0.449], [-2.690, 0.771, -0.562], [-0.480, -1.705, 0.085], [-2.474, 0.512, 0.854], [0.465, 3.933, -0.144], [2.933, 0.107, -1.684], [2.645, -0.373, 1.024], [3.884, -0.604, 1.865], [-4.445, -0.459, 1.093], [-4.941, -0.193, -0.290], [-0.130, -1.633, -1.371]]}


c | {"formula": "H14O7", "method": "ωB97M-V/def2-TZVPD", "molar_mass_g_mol": 126.1, "smiles": "O.O.O.O.O.O.O", "homo_lumo_gap_ha": 0.392, "elements": ["O", "O", "O", "O", "O", "O", "O", "H", "H", "H", "H", "H", "H", "H", "H", "H", "H", "H", "H", "H", "H"], "xyz": [[-13.921, 13.491, -0.728], [-12.398, 11.113, 4.793], [-12.266, 11.611, 0.396], [-12.894, 13.466, 3.164], [-15.948, 13.408, 1.150], [-13.835, 12.319, 7.125], [-15.014, 14.564, 4.626], [-12.652, 10.792, 0.084], [-13.349, 11.219, 4.812], [-14.585, 12.740, 7.546], [-15.116, 13.270, 0.698], [-13.270, 14.168, -0.542], [-15.745, 14.047, 4.288], [-13.700, 12.820, 6.320], [-12.321, 12.908, 3.691], [-14.235, 14.147, 4.258], [-12.768, 13.159, 2.266], [-15.994, 14.355, 1.283], [-11.404, 11.643, -0.020], [-12.234, 10.319, 5.302], [-13.472, 12.668, -0.538]]}


d | {"formula": "H14O7", "method": "ωB97M-V/def2-TZVPD", "molar_mass_g_mol": 126.1, "smiles": "O.O.O.O.O.O.O", "homo_lumo_gap_ha": 0.398, "elements": ["O", "O", "O", "O", "O", "O", "O", "H", "H", "H", "H", "H", "H", "H", "H", "H", "H", "H", "H", "H", "H"], "xyz": [[-0.460, -0.765, -1.114], [1.195, -1.959, 1.392], [-0.171, 0.787, 0.769], [-1.448, -1.152, 2.071], [-2.213, 1.361, -1.225], [0.708, 1.465, -2.295], [2.428, 0.399, 0.360], [1.117, 1.903, -1.552], [-0.771, 0.307, 1.401], [-0.851, 1.076, 0.105], [1.881, -1.271, 1.339], [-0.230, -0.178, -0.178], [-0.505, -1.712, -0.978], [1.520, 0.633, 0.627], [-1.846, 0.516, -1.555], [-2.528, 1.713, -2.066], [-0.756, -1.783, 1.809], [0.289, 0.638, -1.988], [2.961, 1.171, 0.178], [-2.070, -1.607, 2.641], [1.532, -2.587, 0.743]]}


Tell me which of them is the least stable. Sure, it is a.


a | {"formula": "H14O7", "method": "ωB97M-V/def2-TZVPD", "molar_mass_g_mol": 126.1, "homo_lumo_gap_ha": 0.311, "elements": ["O", "O", "O", "O", "O", "O", "O", "H", "H", "H", "H", "H", "H", "H", "H", "H", "H", "H", "H", "H", "H"], "xyz": [[-0.541, -11.227, 7.637], [-0.085, -11.840, 4.949], [0.203, -9.808, 3.922], [-0.562, -8.964, 7.926], [3.248, -10.175, 6.780], [1.074, -11.149, 6.302], [3.806, -11.094, 8.529], [-0.742, -9.777, 3.775], [-0.809, -12.075, 7.991], [0.294, -9.992, 4.857], [1.903, -10.767, 6.589], [0.568, -11.256, 7.107], [3.484, -10.592, 5.952], [3.161, -9.247, 6.565], [3.464, -10.768, 7.697], [-0.165, -8.466, 8.640], [-0.440, -9.880, 8.175], [4.756, -11.010, 8.448], [0.245, -12.723, 4.781], [-1.332, -10.877, 7.227], [0.458, -11.513, 5.666]]}


b | {"formula": "H14O7", "method": "ωB97M-V/def2-TZVPD", "molar_mass_g_mol": 126.1, "smiles": "O.O.O.O.O.O.O", "homo_lumo_gap_ha": 0.388, "elements": ["O", "O", "O", "O", "O", "O", "O", "H", "H", "H", "H", "H", "H", "H", "H", "H", "H", "H", "H", "H", "H"], "xyz": [[1.109, 1.607, -1.572], [-1.973, 1.993, 0.190], [3.273, -1.266, 0.297], [2.753, -0.745, -2.379], [0.184, -1.005, -0.512], [-1.129, -0.971, 2.024], [-3.668, 0.133, 0.934], [2.902, -0.975, -1.489], [0.736, 1.354, -2.409], [2.955, -0.343, 0.186], [-0.622, -0.923, 0.087], [0.740, 2.448, -1.232], [-0.454, -0.288, 2.307], [0.162, -0.216, -1.041], [-1.265, -1.632, 2.715], [-2.305, 1.147, 0.508], [2.285, -1.484, -2.665], [-1.387, 2.403, 0.781], [2.443, -1.765, 0.349], [-3.878, 0.786, 1.605], [-2.861, -0.258, 1.315]]}


Tell me which of them is the least stable. Sure, it is a.


a | {"formula": "H14O7", "method": "ωB97M-V/def2-TZVPD", "molar_mass_g_mol": 126.1, "smiles": "O.O.O.O.O.O.O", "homo_lumo_gap_ha": 0.351, "elements": ["O", "O", "O", "O", "O", "O", "O", "H", "H", "H", "H", "H", "H", "H", "H", "H", "H", "H", "H", "H", "H"], "xyz": [[-1.748, -0.887, 0.826], [0.493, 0.037, -3.191], [0.870, -1.783, 0.694], [3.440, 0.839, 1.126], [-3.454, -2.464, -0.385], [0.620, 3.905, 1.901], [-0.080, 0.283, -1.172], [4.032, 1.126, 1.831], [-3.842, -1.912, 0.303], [-2.230, -1.271, 1.568], [0.210, -0.658, -2.585], [0.864, 3.886, 0.969], [1.147, -1.109, 0.064], [0.477, 0.488, -0.412], [-0.328, 0.352, -3.585], [2.660, 0.516, 1.592], [-0.939, 0.652, -0.939], [-1.759, 0.060, 1.005], [-3.928, -2.212, -1.185], [1.624, -2.382, 0.742], [0.875, 3.035, 2.228]]}


b | {"formula": "H14O7", "method": "ωB97M-V/def2-TZVPD", "molar_mass_g_mol": 126.1, "smiles": "O.O.O.O.O.O.O", "homo_lumo_gap_ha": 0.382, "elements": ["O", "O", "O", "O", "O", "O", "O", "H", "H", "H", "H", "H", "H", "H", "H", "H", "H", "H", "H", "H", "H"], "xyz": [[-10.883, -16.321, -10.540], [-7.365, -17.737, -8.638], [-9.468, -18.402, -9.867], [-11.191, -17.996, -7.023], [-10.585, -20.476, -8.290], [-7.857, -19.794, -13.548], [-10.126, -19.160, -12.357], [-10.851, -18.957, -12.925], [-11.742, -17.759, -7.740], [-10.517, -17.097, -10.148], [-8.647, -19.405, -13.190], [-9.633, -20.710, -8.307], [-10.088, -20.097, -12.175], [-6.883, -18.512, -8.417], [-11.239, -17.309, -6.388], [-9.594, -18.758, -10.775], [-10.734, -19.795, -7.673], [-7.640, -19.162, -14.216], [-9.960, -18.906, -9.272], [-10.399, -15.577, -10.151], [-8.136, -17.994, -9.252]]}


Tell me which of them is the least stable. Sure, it is a.